Entry 1:
Computed, not measured: a 11-piece molecular cluster, C22H66O11 overall at a distorted geometry, with ωB97M-V/def2-TZVPD.

Charge   0
ΔE to the lowest compared entry with this formula, charge and spin   66.1 kcal/mol
SMILES   CCO.CCO.CCO.CCO.CCO.CCO.CCO.CCO.CCO.CCO.CCO
F_max   2.5 eV/Å
E_LUMO   0.46 eV

Positions of all 99 atoms, in Å:
C1 2.0837 -5.3361 0.0373
C2 3.3396 -5.7677 -0.7975
O1 2.9569 -6.1055 -2.0736
H1 1.4037 -4.6319 -0.4422
H2 2.3788 -4.9054 0.9941
H3 1.5090 -6.2231 0.3036
H4 3.8418 -6.6130 -0.3269
H5 4.0675 -4.9581 -0.8497
H6 3.2786 -6.9891 -2.2669
C3 1.1359 -1.0181 -4.2731
C4 1.3011 -0.0073 -5.3901
O2 0.9355 1.2976 -4.8474
H7 1.5093 -1.9644 -4.6644
H8 0.1000 -1.1455 -3.9589
H9 1.6832 -0.7041 -3.3842
H10 0.6962 -0.2710 -6.2576
H11 2.3419 0.1491 -5.6739
H12 0.0660 1.2071 -4.4508
C5 -1.1166 -3.7844 -2.0348
C6 -2.4922 -3.2845 -2.4914
O3 -3.2961 -4.4154 -2.7950
H13 -0.5134 -2.8929 -1.8633
H14 -0.6628 -4.4131 -2.8008
H15 -1.0186 -4.2813 -1.0697
H16 -2.3741 -2.5896 -3.3229
H17 -2.9430 -2.7722 -1.6415
H18 -2.9006 -5.0193 -3.4279
C7 -0.5342 -0.3875 0.1761
C8 0.9112 -0.7758 -0.0241
O4 1.6072 -0.3447 1.0990
H19 -0.5717 0.6852 0.3658
H20 -0.9489 -0.8542 1.0696
H21 -1.1695 -0.5737 -0.6899
H22 1.3324 -0.3575 -0.9383
H23 0.9816 -1.8619 -0.0824
H24 1.6782 0.6126 1.0902
C9 -4.1637 3.8085 -1.2204
C10 -2.7230 3.3650 -1.1254
O5 -2.7683 2.0132 -1.4390
H25 -4.4946 3.6235 -2.2424
H26 -4.2537 4.8712 -0.9954
H27 -4.8372 3.2848 -0.5421
H28 -2.3127 3.5269 -0.1286
H29 -2.0441 3.8720 -1.8111
H30 -3.2060 1.4659 -0.7828
C11 0.9509 3.3676 -1.8577
C12 1.1380 4.7998 -1.4295
O6 1.9125 4.7923 -0.1918
H31 1.9773 3.0288 -1.9987
H32 0.4068 3.3538 -2.8020
H33 0.4619 2.7086 -1.1402
H34 0.1927 5.3328 -1.3267
H35 1.7770 5.3001 -2.1571
H36 2.2779 5.6691 -0.0534
C13 -2.3695 0.1674 -6.0057
C14 -2.7215 0.5964 -4.6101
O7 -1.6222 0.8468 -3.7453
H37 -1.8804 0.9488 -6.5874
H38 -3.2957 -0.1099 -6.5090
H39 -1.7611 -0.7339 -5.9319
H40 -3.3198 -0.2012 -4.1697
H41 -3.4018 1.4435 -4.6982
H42 -1.8989 1.1822 -2.8895
C15 -1.4589 2.9885 2.7364
C16 -1.4889 3.3140 4.2307
O8 -2.1661 4.5501 4.3778
H43 -0.8418 3.7207 2.2155
H44 -2.4236 3.0690 2.2355
H45 -1.0226 2.0044 2.5654
H46 -0.4819 3.3388 4.6470
H47 -2.0124 2.5768 4.8395
H48 -2.1680 4.7505 5.3166
C17 -1.3727 -0.6016 4.1249
C18 -1.3340 -2.0177 4.7165
O9 -2.5432 -2.2255 5.3751
H49 -1.4483 0.1920 4.8682
H50 -2.2138 -0.4184 3.4562
H51 -0.4803 -0.5143 3.5050
H52 -0.5364 -2.0782 5.4569
H53 -1.2143 -2.7831 3.9498
H54 -2.3804 -2.8936 6.0450
C19 3.8836 2.0688 2.3234
C20 2.3815 2.2648 2.5546
O10 1.6590 2.3872 1.3392
H55 4.3112 2.9169 1.7885
H56 4.0651 1.2347 1.6456
H57 4.4072 1.9726 3.2745
H58 2.1764 3.1439 3.1656
H59 2.0303 1.4166 3.1422
H60 1.7585 3.3030 1.0690
C21 2.5397 -2.5167 5.5161
C22 2.6063 -1.7237 4.1987
O11 1.9014 -2.3127 3.1582
H61 1.4865 -2.6368 5.7698
H62 3.1103 -2.0255 6.3043
H63 2.9707 -3.5167 5.4666
H64 3.6298 -1.6213 3.8381
H65 2.2935 -0.6999 4.4042
H66 1.7583 -1.6551 2.4736

***

Entry 2:
Computed, not measured: a 2-piece molecular cluster, C2H9N2O overall at a distorted geometry, with ωB97M-V/def2-TZVPD.

Charge   +1
ΔE to the lowest compared entry with this formula, charge and spin   92.3 kcal/mol
F_max   3.7 eV/Å
E_LUMO   -3.70 eV

Positions of all 14 atoms, in Å:
C1 1.8319 -0.1292 1.9720
C2 0.7864 -0.2711 1.0333
N1 -1.8871 -0.9353 -2.2060
N2 0.6893 0.0775 -0.1790
O1 -1.3529 0.2898 -1.7169
H1 1.8866 -0.8663 2.7953
H2 1.7489 0.8465 2.2970
H3 2.7829 -0.1389 1.4761
H4 -0.1913 -0.4322 1.5247
H5 -1.4555 -1.5755 -1.5006
H6 -2.9010 -1.0347 -2.0619
H7 1.5107 0.4727 -0.6557
H8 -0.5139 0.1748 -1.0886
H9 -1.4946 -1.2394 -3.1360

***

Entry 3:
Computed, not measured: a 2-piece molecular cluster, C32H37O9S2 overall at a distorted geometry, with ωB97M-V/def2-TZVPD.

Charge   -1
ΔE to the lowest compared entry with this formula, charge and spin   0.0 kcal/mol
F_max   2.9 eV/Å
E_LUMO   1.05 eV

Positions of all 80 atoms, in Å:
C1 -2.3662 -2.6929 4.4097
C2 -1.2558 -1.7867 3.8947
C3 -1.5362 -1.3105 2.4793
C4 -0.4490 -0.3704 1.9355
C5 -0.0916 0.7673 2.7807
C6 1.2405 1.1713 3.1774
O1 1.5163 2.0516 3.9788
O2 2.2149 0.4643 2.5443
C7 3.5091 0.9283 2.9691
C8 4.5614 0.3758 2.0502
C9 -1.1586 1.5625 3.3838
O3 -1.1380 2.2020 4.4213
O4 -2.2992 1.4800 2.6436
C10 -3.2816 2.3815 3.1555
C11 -4.5256 2.2804 2.3098
H1 -2.0943 -3.0838 5.3916
H2 -3.3049 -2.1381 4.5094
H3 -2.5262 -3.5295 3.7228
H4 -1.1356 -0.9142 4.5527
H5 -0.2914 -2.3138 3.8924
H6 -1.6135 -2.1770 1.8050
H7 -2.4918 -0.7717 2.4363
H8 0.4705 -0.9261 1.7241
H9 -0.8556 0.0366 0.9978
H10 3.5275 2.0248 2.9325
H11 3.6672 0.6117 4.0116
H12 5.5421 0.7232 2.3907
H13 4.5749 -0.7194 2.0259
H14 4.4076 0.7396 1.0258
H15 -3.4953 2.1327 4.2047
H16 -2.8716 3.4008 3.1106
H17 -5.2508 3.0160 2.6682
H18 -4.3097 2.4982 1.2576
H19 -4.9874 1.2883 2.3805
C12 4.3534 2.6503 -3.2108
O5 3.2513 2.5420 -2.2828
C13 2.7731 1.2996 -2.0237
C14 1.6382 1.2036 -1.1773
C15 1.2027 -0.0361 -0.7861
C16 1.9690 -1.2013 -1.0076
C17 1.6895 -2.4193 -0.2973
C18 2.4847 -3.5393 -0.3906
S1 1.8529 -5.2184 -0.3437
C19 1.3218 -5.7310 -1.9915
C20 -0.0422 -5.7392 -2.2948
C21 -0.4773 -6.2655 -3.5148
C22 0.4446 -6.7932 -4.4242
C23 1.8073 -6.7834 -4.1125
C24 2.2519 -6.2512 -2.8976
O6 2.9733 -6.1048 -0.0943
O7 0.6970 -5.2401 0.5240
S2 4.2701 -3.3707 -0.3793
C25 4.9178 -4.4726 0.8802
C26 5.9980 -5.2956 0.5701
C27 6.5034 -6.1384 1.5625
C28 5.9581 -6.1125 2.8504
C29 4.9010 -5.2467 3.1535
C30 4.3910 -4.3986 2.1685
O8 4.7404 -3.8663 -1.6605
O9 4.6165 -2.0389 0.0632
C31 2.9729 -1.1096 -2.0061
C32 3.3834 0.1138 -2.5039
H20 4.5378 3.7215 -3.2769
H21 5.2426 2.1272 -2.8312
H22 4.0780 2.2472 -4.1958
H23 1.1311 2.1141 -0.8592
H24 0.2445 -0.1305 -0.2915
H25 0.7726 -2.5016 0.2812
H26 -0.7491 -5.3432 -1.5682
H27 -1.5418 -6.2576 -3.7453
H28 0.1013 -7.1987 -5.3782
H29 2.5374 -7.1901 -4.8121
H30 3.3120 -6.2404 -2.6494
H31 6.4110 -5.2787 -0.4390
H32 7.3188 -6.8163 1.3083
H33 6.3549 -6.7717 3.6241
H34 4.4640 -5.2178 4.1522
H35 3.5939 -3.6848 2.3795
H36 3.4005 -2.0087 -2.4438
H37 4.1930 0.1548 -3.2361

***

Entry 4:
Computed, not measured: C2H31HgO14 as an isolated structure at a distorted geometry, with ωB97M-V/def2-TZVPD.

Charge   +1
ΔE to the lowest compared entry with this formula, charge and spin   46.5 kcal/mol
F_max   2.5 eV/Å
E_LUMO   -7.69 eV

Positions of all 48 atoms, in Å:
Hg1 -0.2368 1.2645 -3.3969
C1 0.3467 -0.1407 -0.0563
C2 -0.3728 -1.0721 -1.0116
O1 -0.8047 -0.4245 -2.2019
H1 0.9831 -0.6251 0.6875
H2 -0.2974 0.5554 0.4783
H3 1.1123 0.4718 -0.5484
H4 -1.2680 -1.4847 -0.5343
H5 0.3200 -1.8376 -1.3706
O2 -3.5004 0.4371 -1.2224
H6 -2.6433 -0.0012 -1.1833
H7 -3.3580 1.1837 -1.8091
O3 4.0610 -0.0243 -0.6284
H8 3.2852 -0.5491 -0.8599
H9 4.8080 -0.5623 -0.9099
O4 0.3524 2.9029 -1.9658
H10 0.2816 2.9355 -0.9626
H11 1.0213 3.5634 -2.1921
O5 -3.6825 0.8071 1.8829
H12 -4.0822 0.6068 1.0247
H13 -4.3482 1.3232 2.3523
O6 -0.0241 -5.0709 -3.3619
H14 0.0519 -4.1736 -3.0275
H15 0.2535 -5.6365 -2.6334
O7 2.1565 0.1456 3.1758
H16 1.8887 -0.7389 3.4539
H17 2.9907 0.3025 3.6369
O8 -1.7733 0.3135 3.8131
H18 -1.2351 -0.4849 3.8080
H19 -2.3328 0.2489 3.0161
O9 0.1218 2.1926 3.1939
H20 -0.6349 1.5841 3.3544
H21 0.9187 1.6375 3.1788
O10 -1.9647 -2.4676 -4.1899
H22 -1.7341 -2.0278 -3.3610
H23 -1.5743 -1.9173 -4.8754
O11 3.4178 -2.0712 1.1877
H24 4.2065 -1.8741 0.6813
H25 3.1691 -1.2241 1.5737
O12 0.2576 3.1566 0.6520
H26 0.2160 2.9144 1.6135
H27 -0.4144 3.8481 0.5636
O13 2.9625 -2.6318 -2.1399
H28 2.1824 -2.8703 -1.6288
H29 3.6690 -3.1571 -1.7485
O14 -2.6473 3.8278 1.5932
H30 -3.5963 3.9534 1.4956
H31 -2.5090 2.8914 1.4024

***

Entry 5:
Computed, not measured: one molecule with the formula C20H15F6N3O5S at a distorted geometry, with ωB97M-V/def2-TZVPD.

Charge   0
SMILES   C[C@@]1(c2ccc(S(N)(=O)=O)cc2)NC(=O)N(CC(=O)c2cc(C(F)(F)F)cc(C(F)(F)F)c2)C1=O
F_max   3.7 eV/Å
E_LUMO   -0.42 eV

Positions of all 50 atoms, in Å:
C1 -0.1199 2.2636 3.7834
C2 -0.1294 1.0028 2.8699
C3 0.5199 1.3800 1.4953
C4 -0.2703 1.8548 0.4279
C5 0.2831 1.9903 -0.8409
C6 1.6451 1.7273 -1.0520
S1 2.3899 1.7820 -2.7249
N1 1.6815 3.0238 -3.6357
O1 2.2067 0.5625 -3.5349
O2 3.7704 2.2380 -2.6676
C7 2.4397 1.2887 0.0129
C8 1.8792 1.1719 1.3061
N2 0.5141 -0.2032 3.4916
C9 -0.2343 -1.3291 3.3115
O3 0.2123 -2.4253 3.4207
N3 -1.4598 -0.9911 2.8698
C10 -2.4505 -1.9646 2.4160
C11 -2.7796 -1.8959 0.9032
O4 -3.9649 -2.1076 0.5795
C12 -1.7637 -1.7327 -0.1991
C13 -2.1607 -1.1588 -1.4106
C14 -1.2592 -1.0329 -2.4893
C15 -1.6695 -0.4017 -3.7815
F1 -2.8212 0.3619 -3.7057
F2 -1.8558 -1.3367 -4.6989
F3 -0.6755 0.4502 -4.1492
C16 0.0465 -1.4853 -2.3167
C17 0.4722 -2.0747 -1.1101
C18 1.9041 -2.4810 -0.8667
F4 2.3204 -1.7644 0.2294
F5 1.9775 -3.8309 -0.6362
F6 2.7060 -2.2393 -1.9250
C19 -0.4692 -2.2002 -0.0544
C20 -1.4864 0.3504 2.6648
O5 -2.5066 0.8991 2.3262
H1 -0.5795 3.1307 3.2505
H2 0.9033 2.5258 4.0688
H3 -0.7008 2.0579 4.6893
H4 -1.3324 2.0313 0.4948
H5 -0.3640 2.3652 -1.6566
H6 2.4277 3.7000 -3.8473
H7 1.3558 2.5829 -4.4816
H8 3.4358 1.0766 -0.1926
H9 2.4939 0.8615 2.1156
H10 1.5144 -0.3476 3.4284
H11 -2.1611 -3.0233 2.6327
H12 -3.3597 -1.8413 2.9752
H13 -3.2026 -0.8646 -1.5313
H14 0.7840 -1.3205 -3.1311
H15 -0.1071 -2.6267 0.8765

***

Entry 6:
Computed, not measured: a 6-piece molecular cluster, C20H33O16S3 overall, with ωB97M-V/def2-TZVPD.

Charge   +1
F_max   0.8 eV/Å
E_LUMO   -3.72 eV

Positions of all 72 atoms, in Å:
C1 8.1851 -2.5323 1.8429
C2 6.9339 -1.7336 1.5188
S1 5.4303 -2.5802 2.1185
C3 4.5236 -2.6713 0.5686
S2 2.8911 -3.4066 0.6894
S3 3.1222 -5.0890 1.8551
C4 1.8330 -2.1768 1.6753
O1 2.3904 -0.9424 1.7184
C5 2.8768 -0.4437 2.9718
H1 8.2723 -3.4046 1.1977
H2 9.0691 -1.9071 1.7243
H3 8.1650 -2.8874 2.8724
H4 6.9565 -0.7590 2.0049
H5 6.8280 -1.5704 0.4468
H6 4.3352 -1.6965 0.1103
H7 5.0231 -3.3186 -0.1542
H8 2.6421 -4.5120 2.9658
H9 1.6280 -2.6214 2.6503
H10 0.9151 -2.1643 1.0878
H11 3.0288 -1.2329 3.7079
H12 3.8338 0.0362 2.7958
H13 2.1552 0.2764 3.3524
C6 -2.2809 0.1669 -0.2870
C7 -2.4264 -0.5312 -1.6226
O2 -1.6096 -1.7153 -1.4289
C8 -1.5240 -1.9581 -0.1190
O3 -1.0791 -2.9658 0.3633
O4 -1.9982 -0.9329 0.6057
H14 -3.1794 0.6761 0.0476
H15 -1.4295 0.8485 -0.2650
H16 -3.4492 -0.8512 -1.8084
H17 -2.0562 0.0456 -2.4620
C9 -0.8720 2.2345 -6.0207
C10 -1.3990 3.6579 -5.9362
O5 -2.4287 3.5376 -4.9435
C11 -2.1722 2.4607 -4.1823
O6 -2.7519 2.1793 -3.1795
O7 -1.1635 1.7308 -4.7075
H18 0.1960 2.1652 -6.2028
H19 -1.4144 1.6316 -6.7493
H20 -0.6482 4.3593 -5.5713
H21 -1.8337 4.0282 -6.8592
C12 -6.2665 -3.0502 0.8632
C13 -5.0810 -2.1032 0.7973
O8 -5.4079 -1.3000 -0.3466
C14 -6.7514 -1.3214 -0.5186
O9 -7.3461 -0.6066 -1.2581
O10 -7.3094 -2.2613 0.2731
H22 -6.5532 -3.3276 1.8730
H23 -6.1255 -3.9478 0.2593
H24 -5.0146 -1.4558 1.6709
H25 -4.1293 -2.5987 0.6308
C15 -5.8536 3.3668 2.2878
C16 -5.9956 2.5666 1.0028
O11 -5.1992 1.4061 1.2922
C17 -5.1262 1.2533 2.6335
O12 -4.6939 0.2828 3.1736
O13 -5.6104 2.3396 3.2613
H26 -6.7434 3.9219 2.5678
H27 -4.9912 4.0342 2.2692
H28 -7.0192 2.2423 0.8155
H29 -5.6007 3.0620 0.1211
C18 5.3184 2.9636 0.6036
C19 4.8996 1.5478 0.2355
O14 4.4953 1.6908 -1.1222
C20 5.1058 2.7923 -1.6470
O15 5.0960 3.0812 -2.7937
O16 5.7193 3.4895 -0.6624
H30 6.1510 3.0188 1.2991
H31 4.4833 3.5556 0.9813
H32 5.7388 0.8480 0.2803
H33 4.0641 1.1624 0.8150

***

Copy entry 5 word for word.
Computed, not measured: one molecule with the formula C20H15F6N3O5S at a distorted geometry, with ωB97M-V/def2-TZVPD.

Charge   0
SMILES   C[C@@]1(c2ccc(S(N)(=O)=O)cc2)NC(=O)N(CC(=O)c2cc(C(F)(F)F)cc(C(F)(F)F)c2)C1=O
F_max   3.7 eV/Å
E_LUMO   -0.42 eV

Positions of all 50 atoms, in Å:
C1 -0.1199 2.2636 3.7834
C2 -0.1294 1.0028 2.8699
C3 0.5199 1.3800 1.4953
C4 -0.2703 1.8548 0.4279
C5 0.2831 1.9903 -0.8409
C6 1.6451 1.7273 -1.0520
S1 2.3899 1.7820 -2.7249
N1 1.6815 3.0238 -3.6357
O1 2.2067 0.5625 -3.5349
O2 3.7704 2.2380 -2.6676
C7 2.4397 1.2887 0.0129
C8 1.8792 1.1719 1.3061
N2 0.5141 -0.2032 3.4916
C9 -0.2343 -1.3291 3.3115
O3 0.2123 -2.4253 3.4207
N3 -1.4598 -0.9911 2.8698
C10 -2.4505 -1.9646 2.4160
C11 -2.7796 -1.8959 0.9032
O4 -3.9649 -2.1076 0.5795
C12 -1.7637 -1.7327 -0.1991
C13 -2.1607 -1.1588 -1.4106
C14 -1.2592 -1.0329 -2.4893
C15 -1.6695 -0.4017 -3.7815
F1 -2.8212 0.3619 -3.7057
F2 -1.8558 -1.3367 -4.6989
F3 -0.6755 0.4502 -4.1492
C16 0.0465 -1.4853 -2.3167
C17 0.4722 -2.0747 -1.1101
C18 1.9041 -2.4810 -0.8667
F4 2.3204 -1.7644 0.2294
F5 1.9775 -3.8309 -0.6362
F6 2.7060 -2.2393 -1.9250
C19 -0.4692 -2.2002 -0.0544
C20 -1.4864 0.3504 2.6648
O5 -2.5066 0.8991 2.3262
H1 -0.5795 3.1307 3.2505
H2 0.9033 2.5258 4.0688
H3 -0.7008 2.0579 4.6893
H4 -1.3324 2.0313 0.4948
H5 -0.3640 2.3652 -1.6566
H6 2.4277 3.7000 -3.8473
H7 1.3558 2.5829 -4.4816
H8 3.4358 1.0766 -0.1926
H9 2.4939 0.8615 2.1156
H10 1.5144 -0.3476 3.4284
H11 -2.1611 -3.0233 2.6327
H12 -3.3597 -1.8413 2.9752
H13 -3.2026 -0.8646 -1.5313
H14 0.7840 -1.3205 -3.1311
H15 -0.1071 -2.6267 0.8765

***

Question: Look up the charge of the sixth one.
Answer: +1

***

Question: Look up the charge of the fifth one.
Answer: 0